DFT (wB97M-V/def2-TZVPD) results for an isolated molecule of C17H13Cl2F2NO4.

Its HOMO energy is -8.8 eV. The total charge is 0. For the frontier orbital gap, the calculation gives 9.36 eV. Its multiplicity is 1.

Each line ends with the Mulliken charge.
Element x y z (Å)
O 2.06 2.29 2.21  -0.65
C 1.53 1.95 1.18  0.68
N 1.69 0.76 0.55  0.11
C 2.47 -0.33 0.93  0.28
C 3.14 -0.40 2.15  -0.72
C 3.89 -1.52 2.46  -0.64
C 3.98 -2.58 1.57  -0.55
C 3.32 -2.52 0.36  -0.55
C 2.57 -1.40 0.04  0.57
O 1.87 -1.34 -1.19  -0.27
C 2.59 -1.01 -2.27  0.32
F 3.12 0.23 -2.17  -0.29
F 3.65 -1.83 -2.48  -0.27
H 1.94 -1.04 -3.16  0.22
H 3.38 -3.33 -0.35  0.41
H 4.56 -3.46 1.82  0.40
H 4.40 -1.57 3.41  0.40
H 3.07 0.42 2.84  0.55
H 1.18 0.64 -0.32  0.17
C 0.61 2.91 0.42  -0.65
H -0.05 3.41 1.14  0.41
H 1.23 3.66 -0.08  0.28
O -0.18 2.25 -0.57  -0.33
C -1.51 2.29 -0.44  0.68
O -2.09 2.87 0.44  -0.59
C -2.18 1.51 -1.56  -0.95
C -3.16 0.53 -0.96  0.00
C -4.52 0.82 -0.91  -0.55
C -5.42 -0.05 -0.33  -0.76
C -4.96 -1.24 0.22  0.41
C -3.61 -1.55 0.20  -0.93
C -2.72 -0.66 -0.38  1.03
Cl -1.04 -1.06 -0.39  -0.03
H -3.26 -2.47 0.63  0.46
Cl -6.07 -2.34 0.94  -0.22
H -6.47 0.19 -0.30  0.43
H -4.87 1.75 -1.33  0.38
H -1.42 0.99 -2.14  0.33
H -2.71 2.22 -2.19  0.44

DFT (wB97M-V/def2-TZVPD) results for a structure of composition C17H13Cl2F5FeN6O3STe.

Its HOMO energy (alpha / beta) is -1.5 / -2.6 eV. The total charge is -2. As for the energy above the lowest of the compared OMol25 structures with the same formula, charge and spin: 179.1 kJ/mol. For the frontier orbital gap (alpha / beta), the calculation gives 6.16 / 7.19 eV. Its multiplicity is 5.

Each line ends with the Mulliken spin population.
Element x y z (Å)
Fe 0.18 0.64 -1.18  2.40
N -2.17 -4.34 2.79  0.00
C -1.58 -3.07 2.72  -0.01
C -2.05 -2.12 1.81  0.00
C -1.42 -0.90 1.69  -0.01
C -0.31 -0.62 2.49  0.01
C 0.16 -1.55 3.39  0.00
C -0.48 -2.77 3.53  0.00
S 0.57 0.88 2.18  0.00
O 1.64 0.96 3.14  0.00
O -0.38 1.95 2.13  0.00
N 1.13 0.70 0.68  -0.01
C 2.05 -0.24 0.33  -0.02
N 2.68 -1.07 1.18  0.00
C 3.44 -2.00 0.60  0.01
C 3.58 -2.15 -0.77  0.00
C 2.88 -1.25 -1.56  0.01
N 2.18 -0.27 -1.02  0.02
H -3.03 -4.42 2.26  0.00
H -2.25 -4.72 3.72  0.00
H -2.86 -2.37 1.14  0.00
H -1.76 -0.18 0.96  0.00
H 1.05 -1.31 3.96  0.00
H -0.10 -3.52 4.21  0.00
H 3.94 -2.68 1.28  0.00
H 4.14 -2.96 -1.20  0.00
H 2.86 -1.32 -2.64  0.01
N -0.34 0.82 -4.16  -0.04
C -0.14 0.72 -3.00  -0.10
H -0.49 0.16 -4.90  0.00
F -2.29 -1.23 -2.89  0.07
Te -0.83 -2.47 -2.28  0.46
F 0.23 -3.94 -1.58  0.04
F -1.42 -3.73 -3.77  0.11
F -2.22 -3.28 -1.20  0.03
F 0.91 -2.01 -3.41  0.08
O -0.31 -1.32 -0.89  0.26
Cl 1.92 3.20 -1.67  0.02
C 0.51 4.09 -1.20  0.15
C 0.60 5.46 -1.12  -0.09
C -0.50 6.22 -0.73  0.18
C -1.69 5.57 -0.42  -0.09
C -1.78 4.20 -0.51  0.13
Cl -3.29 3.45 -0.12  0.01
C -0.69 3.36 -0.91  -0.05
N -0.84 2.05 -0.96  0.40
H 1.55 5.94 -1.36  -0.01
H -0.43 7.30 -0.66  0.02
H -2.56 6.13 -0.11  -0.01

DFT (wB97M-V/def2-TZVPD) results for a structure of composition C17H13F3N4O3S3W.

Its HOMO energy (alpha / beta) is -15.2 / -15.3 eV. The total charge is +2. As for the energy above the lowest of the compared OMol25 structures with the same formula, charge and spin: 0.0 kJ/mol. For the frontier orbital gap (alpha / beta), the calculation gives 5.68 / 5.69 eV. Its multiplicity is 1.

Each line ends with the Mulliken charge.
Element x y z (Å)
W 1.61 -1.33 -1.12  1.35
C 0.70 -2.79 3.03  -1.62
C 0.76 -2.47 1.59  1.21
N 1.77 -1.90 1.00  0.64
N 2.82 -1.61 1.84  -1.39
C 3.79 -1.02 1.24  0.78
N 4.90 -0.66 1.89  -0.39
S 3.76 -0.68 -0.48  -0.18
C -0.36 -2.81 0.72  0.54
C -1.47 -3.48 1.18  -0.78
C -2.47 -3.82 0.28  -0.60
C -2.31 -3.48 -1.05  -0.74
C -1.17 -2.80 -1.45  -0.27
N -0.21 -2.46 -0.58  0.05
H 1.57 -2.46 3.57  0.36
H 0.59 -3.88 3.15  0.43
H -0.20 -2.33 3.46  0.43
H 4.99 -0.88 2.87  0.24
H 5.68 -0.22 1.43  0.21
H -1.55 -3.74 2.22  0.49
H -3.35 -4.35 0.61  0.47
H -3.05 -3.74 -1.80  0.46
H -1.03 -2.53 -2.48  0.68
F -2.17 7.21 0.49  -0.26
C -2.88 6.25 -0.10  0.75
F -3.23 6.66 -1.32  -0.22
F -3.98 6.03 0.61  -0.22
C -2.08 4.95 -0.21  0.43
C -0.78 4.88 0.29  -0.62
C -0.09 3.70 0.18  -0.62
C -0.71 2.58 -0.44  0.17
C -2.04 2.68 -0.94  -0.60
C -2.71 3.86 -0.83  -0.84
C -0.03 1.39 -0.56  1.87
C 0.59 0.32 -0.70  -1.34
H -0.33 5.75 0.75  0.53
H 0.92 3.61 0.55  0.47
H -2.50 1.82 -1.42  0.47
H -3.72 3.97 -1.21  0.44
O 0.65 -1.56 -2.94  -0.52
S 2.02 -2.04 -3.50  0.93
O 2.79 -0.91 -2.77  -0.57
O 2.18 -2.16 -4.88  -0.48
S 2.32 -3.53 -2.18  -0.15

DFT (wB97M-V/def2-TZVPD) results for a structure of composition C17H13F5IrN3Se3.

Its HOMO energy (alpha / beta) is -10.4 / -11.3 eV. The total charge is +1. As for the energy above the lowest of the compared OMol25 structures with the same formula, charge and spin: 0.0 kJ/mol. For the frontier orbital gap (alpha / beta), the calculation gives 6.41 / 7.24 eV. Its multiplicity is 2.

Each line ends with the Mulliken spin population.
Element x y z (Å)
Ir 0.62 0.27 0.31  0.00
Se -2.34 2.47 1.06  0.00
Se -1.77 2.96 -1.14  0.00
C -1.84 1.17 -1.82  0.00
C -2.71 0.94 -2.88  0.00
C -2.83 -0.35 -3.38  0.00
C -2.10 -1.36 -2.79  0.00
C -1.25 -1.04 -1.74  0.00
N -1.09 0.21 -1.26  0.00
C -0.60 2.88 1.75  0.01
C -0.49 3.99 2.57  -0.01
C 0.77 4.42 2.98  0.00
C 1.88 3.74 2.50  -0.01
C 1.68 2.64 1.70  0.02
N 0.47 2.17 1.36  0.00
H -3.29 1.75 -3.27  0.00
H -3.49 -0.55 -4.21  0.00
H -2.16 -2.38 -3.12  0.00
H -0.66 -1.81 -1.27  0.00
H -1.38 4.53 2.85  0.00
H 0.87 5.29 3.62  0.00
H 2.88 4.05 2.75  0.00
H 2.52 2.09 1.30  -0.01
N -0.84 -0.56 1.78  0.00
H -0.66 -0.27 2.74  0.00
H -0.77 -1.58 1.77  0.00
H -1.80 -0.31 1.56  0.00
C 1.81 0.70 -1.03  0.00
H 1.48 1.18 -1.96  0.00
H 2.87 0.42 -1.04  0.00
F 3.18 1.97 4.65  -0.01
C 3.08 0.88 3.90  -0.05
C 2.07 -0.07 4.00  0.41
F 1.23 -0.22 5.01  0.04
C 2.19 -1.04 2.91  0.01
F 2.02 -2.34 3.26  0.01
C 2.05 -0.67 1.45  0.08
Se 1.58 -1.98 0.19  0.01
C 3.41 -0.58 2.08  0.03
F 4.36 -1.46 1.68  0.01
C 3.87 0.62 2.80  0.44
F 4.71 1.50 2.26  0.03

DFT (wB97M-V/def2-TZVPD) results for a structure of composition C17H13N3O3.

Its HOMO energy is -8.2 eV. The total charge is 0. As for the energy above the lowest of the compared OMol25 structures with the same formula, charge and spin: 1450.0 kJ/mol. For the frontier orbital gap, the calculation gives 7.79 eV. Its multiplicity is 1.

Each line ends with the Mulliken charge.
Element x y z (Å)
C 2.85 4.02 2.95  -1.22
C 2.21 2.89 2.01  1.10
C 1.85 3.10 0.75  -0.35
C 1.30 2.32 -0.08  -1.00
C 1.16 1.10 0.28  -0.04
C 1.39 0.85 1.75  -0.83
C 1.94 1.88 2.61  0.32
N 2.44 1.18 3.90  1.03
O 1.80 0.28 4.39  -0.60
O 3.21 1.82 4.45  -0.58
H 1.19 -0.37 2.31  0.18
C 0.52 -0.08 -0.28  0.58
O 0.85 -1.10 -0.48  -0.33
N -0.67 0.38 -1.13  -0.25
C -1.15 -0.36 -2.22  0.50
C -1.38 0.29 -3.39  -0.60
C -1.96 -0.43 -4.60  -1.03
C -2.49 -1.70 -4.23  -0.42
C -2.46 -2.48 -2.95  0.36
N -3.08 -3.50 -2.65  -0.58
C -2.93 -4.03 -1.53  -0.30
C -2.63 -3.27 -0.21  -1.03
C -2.03 -2.16 -0.47  -0.25
C -1.98 -1.49 -1.74  0.60
H -1.43 -1.78 0.32  0.28
H -2.69 -3.83 0.54  0.66
H -3.46 -4.87 -1.56  0.52
H -2.91 -2.54 -4.95  0.18
H -1.99 -0.02 -5.42  0.77
H -0.96 1.19 -3.70  0.41
H -0.69 1.33 -1.23  0.31
H 1.20 2.59 -1.07  0.67
H 2.10 4.21 0.44  0.05
H 2.92 5.07 2.40  0.30
H 4.02 3.83 3.09  0.29
H 2.40 3.91 4.07  0.31

DFT (wB97M-V/def2-TZVPD) results for a structure of composition C17H14BrClLuO2.

Its HOMO energy is -4.2 eV. The total charge is -1. As for the energy above the lowest of the compared OMol25 structures with the same formula, charge and spin: 0.0 kJ/mol. For the frontier orbital gap, the calculation gives 6.98 eV. Its multiplicity is 1.

Each line ends with the Mulliken charge.
Element x y z (Å)
C -2.26 -0.93 -0.07  -0.53
C -1.65 -1.12 -1.35  -0.57
C -1.43 0.17 -1.91  -0.43
H -1.41 -2.08 -1.81  0.34
C -1.86 1.15 -0.98  -0.63
C -2.39 0.47 0.16  -0.63
H -2.86 0.93 1.03  0.61
H -2.60 -1.73 0.60  0.48
H -1.02 0.37 -2.90  0.52
H -1.83 2.24 -1.11  0.37
Lu -0.10 -0.09 0.42  1.28
Cl 0.26 -2.31 1.46  -0.55
C 2.42 0.13 0.27  -0.48
C 1.98 1.36 -0.32  -0.52
C 1.50 1.08 -1.62  -0.57
H 2.06 2.35 0.14  0.34
C 1.60 -0.33 -1.83  -0.44
C 2.15 -0.92 -0.67  -0.65
H 2.33 -1.98 -0.52  0.43
H 2.81 0.00 1.28  0.40
H 1.13 1.82 -2.34  0.40
H 1.31 -0.88 -2.74  0.45
Br 1.97 2.67 3.42  -0.15
C 0.79 1.99 4.76  -0.15
C 1.02 2.39 6.08  -0.40
C 0.20 1.94 7.11  -0.47
C -0.87 1.08 6.81  -0.49
C -1.09 0.69 5.50  -0.45
C -0.26 1.10 4.48  0.30
C -0.64 0.66 3.11  0.96
O -1.68 -0.04 2.94  -0.65
O 0.13 1.03 2.12  -0.60
H 1.84 3.05 6.30  0.38
H 0.40 2.26 8.13  0.35
H -1.52 0.72 7.61  0.35
H -1.92 0.02 5.25  0.40